Record 1
ORCA calculation (ωB97M-V/def2-TZVPD) on a 2-piece molecular cluster, CH7N2OP overall.

Values from the calculation:
DFT total energy: -568.30187 a.u.
energy relative to the best compared isomer or geometry (same formula, charge and spin): 87.7 kcal/mol
HOMO-LUMO gap (alpha / beta): 8.7 / 6.4 eV
LUMO energy (alpha / beta): 0.479 / 0.088 eV

```
! wB97M-V def2-TZVPD RIJCOSX def2/J DEFGRID3
* xyz 0 1
C -1.488 0.135 0.295
N 1.942 -1.463 -0.383
N -0.614 1.182 -0.004
O 2.729 0.923 -0.421
P 1.840 -0.062 0.524
H -2.577 0.206 0.089
H -1.236 -0.886 -0.257
H -1.629 -0.042 1.327
H 1.116 -2.090 -0.329
H 2.598 -1.428 -1.107
H -0.692 2.003 0.554
H 3.074 1.634 0.030
*
```

***

Record 2
ORCA calculation (ωB97M-V/def2-TZVPD) on the molecule C5H7NO.

Values from the calculation:
DFT total energy: -324.59485 a.u.
energy relative to the best compared isomer or geometry (same formula, charge and spin): 81.3 kcal/mol
HOMO-LUMO gap: 8.1 eV
LUMO energy: 0.372 eV

```
! wB97M-V def2-TZVPD RIJCOSX def2/J DEFGRID3
* xyz 0 1
C -0.900 0.286 1.242
C 0.192 1.498 -1.998
C -0.142 -0.846 1.368
C -0.060 0.240 -1.259
C 0.771 -1.240 0.353
O -0.395 -1.705 2.403
N 0.742 -0.551 -0.765
H -0.067 -2.586 2.187
H -1.728 0.441 1.917
H -0.508 1.185 0.794
H 1.359 -2.146 0.403
H 0.278 1.250 -3.059
H 1.116 2.003 -1.697
H -0.658 2.171 -1.889
*
```

***

Record 3
ORCA calculation (ωB97M-V/def2-TZVPD) on a 3-piece molecular cluster, C30H63F2N8O9P2 overall.

Values from the calculation:
DFT total energy: -3177.63477 a.u.
HOMO-LUMO gap: 4.7 eV
LUMO energy: -4.711 eV

```
! wB97M-V def2-TZVPD RIJCOSX def2/J DEFGRID3
* xyz 1 1
C 7.610 -0.726 -1.690
C 6.087 -0.447 -1.121
C 5.155 -1.695 -1.731
O 3.726 -1.321 -1.872
C 2.918 -2.519 -2.123
C 2.077 -2.709 -3.507
C 1.199 -1.527 -4.178
C 0.814 -0.251 -3.238
O -0.509 -0.084 -2.958
O 1.715 0.782 -2.711
C 0.998 1.969 -2.225
C 0.257 2.144 -0.771
O 0.992 3.054 -3.050
C 1.355 -4.149 -3.075
C 0.798 -5.145 -4.252
C -0.813 -4.934 -4.572
F -1.672 -4.915 -3.363
N 1.370 -4.320 -1.683
C 0.800 -5.601 -1.039
C 1.960 -6.788 -0.980
O 2.507 -7.350 -2.084
F 2.531 -7.291 0.325
C 1.972 -3.145 -0.914
C 3.009 -3.776 0.198
N 3.681 -2.760 1.094
C 1.027 -2.170 -0.020
C -0.546 -2.076 -0.435
O -1.167 -2.644 -1.466
O -1.425 -1.286 0.491
H 7.797 -1.904 -1.663
H 7.707 -0.393 -2.811
H 8.371 -0.183 -0.985
H 6.155 -0.546 0.066
H 5.654 0.608 -1.385
H 5.327 -2.587 -0.960
H 5.598 -2.104 -2.761
H 3.745 -3.375 -2.231
H 2.901 -2.933 -4.341
H 0.184 -2.014 -4.573
H 1.748 -1.145 -5.166
H -0.869 2.472 -0.996
H 0.722 2.993 -0.097
H 0.186 1.096 -0.204
H 1.361 -5.031 -5.284
H 0.956 -6.273 -3.895
H -1.138 -5.886 -5.202
H -1.028 -3.960 -5.228
H -0.206 -5.951 -1.525
H 0.594 -5.305 0.099
H 2.481 -4.558 0.929
H 3.889 -4.400 -0.313
H 3.139 -2.646 2.003
H 3.698 -1.799 0.690
H 1.052 -2.581 1.101
H 1.480 -1.070 0.059
H -1.689 -0.437 0.020
O 2.433 0.181 3.264
P 1.911 1.048 4.435
N 0.641 1.673 3.502
C 0.323 3.045 3.175
C -0.302 0.739 2.894
N 3.282 2.085 4.379
C 3.373 3.239 3.503
C 4.570 1.378 4.353
N 1.311 2.045 5.782
C -0.065 1.928 6.247
C 2.203 2.504 6.842
H -0.762 3.207 3.138
H 0.736 3.317 2.199
H 0.681 3.758 3.920
H -1.025 0.387 3.636
H 0.197 -0.139 2.474
H -0.865 1.188 2.067
H 3.154 2.980 2.463
H 4.372 3.693 3.528
H 2.709 4.036 3.840
H 4.832 1.041 3.349
H 4.542 0.503 5.010
H 5.375 2.021 4.724
H -0.595 2.868 6.075
H -0.141 1.690 7.314
H -0.610 1.133 5.734
H 2.558 3.515 6.619
H 3.067 1.841 6.957
H 1.725 2.548 7.827
O -4.239 2.454 0.651
P -5.477 2.088 -0.204
N -4.538 1.873 -1.600
C -4.631 2.529 -2.885
C -3.445 0.906 -1.563
N -6.101 3.689 -0.125
C -5.716 4.741 -1.047
C -6.142 4.251 1.233
N -6.899 1.666 -1.187
C -6.958 0.410 -1.922
C -8.230 2.155 -0.842
H -4.395 1.838 -3.705
H -3.931 3.368 -2.943
H -5.635 2.891 -3.112
H -3.831 -0.113 -1.669
H -2.883 0.952 -0.626
H -2.712 1.069 -2.361
H -4.629 4.849 -1.113
H -6.128 5.714 -0.753
H -6.135 4.562 -2.038
H -5.174 4.654 1.538
H -6.437 3.486 1.958
H -6.888 5.050 1.300
H -6.995 0.610 -2.995
H -7.831 -0.200 -1.664
H -6.093 -0.226 -1.725
H -8.454 3.063 -1.411
H -8.315 2.375 0.227
H -9.030 1.438 -1.065
*
```

***

Record 4
ORCA calculation (ωB97M-V/def2-TZVPD) on a 4-piece molecular cluster, C38H45Br2F3NO17P overall.

Values from the calculation:
DFT total energy: -8597.71763 a.u.
HOMO-LUMO gap: 6.3 eV
LUMO energy: -1.715 eV
SMILES: C=C[C@H]1OC(=O)[C@](CC[C@](F)(Br)C(F)(F)Br)(P(O)O)[C@@]1(N)CCCCCCCCCOC.O=C1C=C(O)C(=O)C=C1O.O=C1C=C(O)C(=O)C=C1O.O=C1C=C(O)C(=O)C=C1O

```
! wB97M-V def2-TZVPD RIJCOSX def2/J DEFGRID3
* xyz 0 1
C -3.473 -7.641 -1.011
C -3.542 -6.298 -1.224
C -2.624 -5.703 -2.238
O -3.308 -5.079 -3.381
C -2.393 -4.287 -3.989
O -2.626 -3.793 -5.064
C -1.127 -4.097 -3.098
C -0.851 -2.567 -3.187
C -0.314 -2.077 -4.545
C 1.096 -1.492 -4.583
F 1.605 -1.733 -5.835
Br 2.367 -2.262 -3.341
C 1.097 0.056 -4.423
F 2.375 0.494 -4.319
F 0.396 0.440 -3.342
Br 0.398 0.900 -6.044
P 0.154 -5.367 -3.617
O 0.526 -4.949 -5.175
O 1.463 -5.173 -2.615
C -1.702 -4.586 -1.748
N -0.760 -5.332 -0.889
C -2.336 -3.485 -0.871
C -3.728 -2.954 -1.263
C -3.940 -1.561 -0.636
C -3.938 -1.585 0.905
C -3.116 -0.426 1.497
C -1.643 -0.777 1.767
C -1.369 -1.241 3.211
C -1.632 -2.744 3.378
C -0.683 -3.447 4.342
O 0.575 -3.727 3.774
C 1.613 -2.834 4.145
H -3.638 -8.360 -1.809
H -3.243 -8.069 -0.039
H -4.259 -5.676 -0.697
H -2.099 -6.530 -2.704
H -1.830 -2.103 -3.064
H -0.271 -2.206 -2.342
H -0.965 -1.267 -4.870
H -0.397 -2.834 -5.312
H 1.209 -5.540 -5.501
H 2.256 -5.383 -3.118
H -1.240 -5.749 -0.108
H 0.023 -4.774 -0.580
H -1.630 -2.663 -0.773
H -2.430 -3.912 0.123
H -4.510 -3.612 -0.892
H -3.838 -2.864 -2.340
H -3.154 -0.916 -1.032
H -4.891 -1.169 -0.992
H -3.621 -2.546 1.299
H -4.972 -1.426 1.211
H -3.558 -0.039 2.413
H -3.125 0.378 0.762
H -1.056 0.117 1.560
H -1.287 -1.563 1.104
H -0.324 -1.032 3.433
H -1.982 -0.634 3.875
H -2.643 -2.881 3.771
H -1.580 -3.273 2.428
H -1.132 -4.408 4.602
H -0.626 -2.873 5.272
H 2.535 -3.410 4.216
H 1.457 -2.379 5.115
H 1.776 -2.086 3.369
O 3.945 2.291 10.220
C 3.616 1.614 9.266
C 2.244 1.488 8.800
C 1.969 0.707 7.748
O 0.739 0.550 7.270
C 3.042 -0.057 7.024
O 2.707 -0.760 6.088
C 4.415 0.086 7.473
C 4.692 0.870 8.524
O 5.923 1.046 8.986
H 1.481 2.040 9.329
H 0.819 -0.061 6.514
H 5.179 -0.455 6.935
H 5.841 1.653 9.746
O -1.904 4.002 -6.524
C -1.285 4.904 -5.989
C -0.127 4.698 -5.141
C 0.489 5.748 -4.577
O 1.551 5.618 -3.796
C 0.006 7.158 -4.797
O 0.598 8.063 -4.242
C -1.142 7.365 -5.666
C -1.751 6.313 -6.229
O -2.801 6.432 -7.033
H 0.207 3.681 -4.990
H 1.816 6.518 -3.504
H -1.471 8.381 -5.831
H -3.041 5.523 -7.295
O 2.916 7.331 -2.097
C 3.162 7.249 -0.907
C 2.897 6.066 -0.112
C 3.187 6.067 1.196
O 2.973 5.021 1.982
C 3.781 7.269 1.877
O 3.999 7.198 3.071
C 4.066 8.446 1.073
C 3.779 8.444 -0.235
O 4.014 9.483 -1.026
H 2.468 5.209 -0.613
H 3.267 5.290 2.873
H 4.507 9.299 1.568
H 3.712 9.223 -1.917
*
```

***

Record 5
ORCA calculation (ωB97M-V/def2-TZVPD) on C6H9AlO4 as an isolated structure.

Values from the calculation:
DFT total energy: -776.56070 a.u.
energy relative to the best compared isomer or geometry (same formula, charge and spin): 49.5 kcal/mol
HOMO-LUMO gap: 3.4 eV
LUMO energy: -14.457 eV

```
! wB97M-V def2-TZVPD RIJCOSX def2/J DEFGRID3
* xyz 2 1
Al 1.248 0.204 -3.049
C -1.253 4.309 -1.722
C -0.589 3.021 -2.121
O -1.127 1.917 -2.370
O 0.654 2.975 -2.209
H -1.967 4.655 -2.473
H -0.529 5.107 -1.528
H -1.789 4.084 -0.793
O 1.261 -0.407 -0.328
C 1.022 -1.258 0.523
O 1.655 -2.394 0.509
C 0.936 -3.421 1.337
C -0.310 -2.650 1.809
C 0.053 -1.172 1.723
H 1.587 -3.654 2.177
H 0.809 -4.194 0.590
H -0.578 -2.941 2.824
H -1.082 -2.868 1.071
H 0.753 -0.840 2.496
H -0.754 -0.474 1.534
*
```

***

Record 6
ORCA calculation (ωB97M-V/def2-TZVPD) on C4H13O4 as an isolated structure.

Values from the calculation:
DFT total energy: -461.12798 a.u.
energy relative to the best compared isomer or geometry (same formula, charge and spin): 53.1 kcal/mol
HOMO-LUMO gap: 8.8 eV
LUMO energy: 4.015 eV

```
! wB97M-V def2-TZVPD RIJCOSX def2/J DEFGRID3
* xyz -1 1
C -1.169 -0.701 0.317
C -1.360 -0.881 -1.183
C -0.779 0.220 -2.052
O -0.895 1.412 -1.452
C 0.068 -1.228 0.926
O 0.822 -0.222 1.578
H -1.590 0.216 0.654
H -1.995 -1.265 0.769
H -2.378 -1.216 -1.534
H -0.666 -1.795 -1.319
H 0.168 -0.050 -2.385
H -1.331 0.263 -3.069
H 0.633 -1.880 0.171
H -0.234 -1.860 1.642
H 0.721 0.845 0.991
H 0.033 1.618 -0.768
H 0.667 2.436 0.871
O 1.023 1.841 0.236
H 2.463 0.244 2.427
H 2.792 1.105 1.131
O 3.004 0.899 2.051
*
```

***

Record 7
ORCA calculation (ωB97M-V/def2-TZVPD) on the molecule C6H9N.

Values from the calculation:
DFT total energy: -288.65562 a.u.
energy relative to the best compared isomer or geometry (same formula, charge and spin): 79.3 kcal/mol
HOMO-LUMO gap: 9.4 eV
LUMO energy: 1.020 eV
SMILES: CC1=CC[C@H]2N[C@@H]12

```
! wB97M-V def2-TZVPD RIJCOSX def2/J DEFGRID3
* xyz 0 1
C 1.783 -1.041 0.752
C 0.602 -0.418 0.099
C 0.652 0.822 -0.387
C -0.660 1.485 -0.463
C -1.683 0.497 -0.012
N -1.743 -0.703 -0.782
C -0.798 -0.846 0.293
H 1.542 -1.150 1.818
H 2.635 -0.355 0.685
H 2.058 -2.015 0.354
H 1.506 1.402 -0.703
H -0.338 1.297 -1.607
H -0.674 2.428 0.138
H -2.615 0.819 0.480
H -1.271 -0.569 -1.669
H -0.996 -1.652 1.006
*
```

***

Record 8
ORCA calculation (ωB97M-V/def2-TZVPD) on a 3-piece molecular cluster, C3H7O3 overall.

Values from the calculation:
DFT total energy: -344.15908 a.u.
energy relative to the best compared isomer or geometry (same formula, charge and spin): 94.8 kcal/mol
HOMO-LUMO gap: 6.3 eV
LUMO energy: 3.649 eV

```
! wB97M-V def2-TZVPD RIJCOSX def2/J DEFGRID3
* xyz -1 1
C 0.507 -1.280 1.754
O -0.075 -0.461 0.775
C 0.832 -0.034 -0.203
C 0.137 0.838 -1.237
O 0.847 1.286 -2.135
H -0.277 -1.560 2.468
H 0.931 -2.197 1.308
H 1.313 -0.751 2.292
H 1.292 -0.900 -0.724
H 1.664 0.542 0.250
O -2.736 1.512 -1.228
H -3.078 1.837 -2.110
H -1.356 1.168 -1.211
*
```

***

Which of these has the highest DFT total energy?
C6H9N

***

The lowest DFT total energy belongs to which entry?
C38H45Br2F3NO17P

***

Among the records above, which one has the lowest DFT total energy?
C38H45Br2F3NO17P

***

The highest DFT total energy belongs to which entry?
C6H9N